Entry from the Open Molecules 2025 dataset: C25H22ClN6Os as an isolated structure in a non-equilibrium geometry (the ωB97M-V functional and the def2-TZVPD basis).

Cartesian coordinates (Å):
Os1 0.0612 -0.3407 -1.9536
Cl1 -3.2459 3.9749 -0.9773
N1 -0.1950 1.7065 -1.9941
N2 -1.8264 -1.0863 -2.0363
N3 2.0903 -0.1834 -1.9961
N4 0.1299 -0.6732 -0.0451
N5 -2.5980 -1.3052 -0.9453
N6 2.9770 -0.3581 -0.9862
C1 -3.2540 0.4133 2.2714
C2 3.3559 -1.9776 2.3208
C3 -2.3348 -0.6276 0.2787
C4 0.8131 2.5910 -2.1394
C5 -2.4170 -1.7533 -3.0607
C6 -1.6699 3.4847 -1.4122
C7 -3.4120 -0.2643 1.0596
C8 2.0202 -2.2273 2.6759
C9 -3.5585 -2.3871 -2.6172
C10 4.2190 -0.0496 -1.4188
C11 -1.9552 0.7396 2.6683
C12 2.5972 -0.9160 0.2603
C13 1.2354 -1.0938 0.6538
C14 -3.6438 -2.0827 -1.2703
C15 -1.0251 -0.3232 0.6906
C16 -0.8738 0.3820 1.8985
C17 3.6014 -1.3229 1.1069
C18 -4.4406 0.8287 3.0818
C19 0.6188 3.9368 -1.9188
C20 4.4797 -2.4554 3.1740
C21 1.0052 -1.7908 1.8817
C22 -0.6352 4.4004 -1.5481
C23 2.8037 0.2113 -3.0687
C24 4.1437 0.3225 -2.7407
C25 -1.4191 2.1493 -1.6368
H1 -4.2508 -2.9762 -3.1953
H2 -4.3703 -2.4017 -0.5397
H3 -1.8017 1.2959 3.5846
H4 -4.4153 -0.4909 0.7205
H5 4.6344 -1.1617 0.8357
H6 -1.9869 -1.7464 -4.0510
H7 1.4446 4.6240 -2.0391
H8 -0.0174 -1.9983 2.1615
H9 4.2018 -2.4789 4.2262
H10 -0.8077 5.4540 -1.3680
H11 1.7720 2.2180 -2.4496
H12 -4.2149 0.8244 4.1466
H13 5.0945 -0.0991 -0.7953
H14 5.3915 -1.8803 3.0275
H15 -5.3139 0.2117 2.8838
H16 4.7153 -3.4919 2.9029
H17 -4.7118 1.8591 2.8330
H18 4.9604 0.6232 -3.3758
H19 -2.2140 1.4246 -1.5429
H20 0.1252 0.6572 2.2124
H21 1.8019 -2.7799 3.5809
H22 2.3159 0.3907 -4.0154

Cartesian forces (eV/Å) of the 3 atoms listed first:
0.245 -0.350 1.486
-0.055 0.008 0.033
0.040 -0.775 0.577

- HOMO-LUMO gap (alpha / beta): 5.265 / 5.272 eV
- HOMO energy (alpha / beta): -0.6405 / -0.6406 hartree
- Net charge: +3
- Molecular weight: 632.18 g mol⁻¹
- LUMO (alpha / beta): -12.1630 / -12.1593 eV

Atomic partial charges in e from the Löwdin method, atoms 1 to 2: 1.445 0.800


Entry from the Open Molecules 2025 dataset: C25H22CuN4O3S as an isolated structure (the ωB97M-V functional and the def2-TZVPD basis).

Cartesian coordinates (Å):
Cu1 0.4441 0.6395 0.8975
S1 -1.3203 -1.3192 0.9617
O1 0.8010 -1.6314 -2.0517
O2 -0.8594 -1.9180 2.1859
O3 -2.2787 -0.2469 1.0395
N1 -0.3119 2.5885 0.5627
N2 -0.0776 -0.9425 -0.0348
N3 0.4640 1.1986 2.8156
N4 3.1954 -1.3434 1.1687
C1 5.5692 -1.2057 0.6891
C2 -1.4197 -3.6460 -2.1644
C3 -3.3708 -4.3244 -0.8982
C4 -0.0859 1.5368 4.9919
C5 -2.0280 1.5557 -1.7291
C6 -3.0676 3.6889 -1.3905
C7 6.6051 -1.0145 -0.2157
C8 3.9688 -0.8371 -1.0709
C9 -0.6815 3.3692 -0.6122
C10 -1.9520 2.8697 -1.2667
C11 -0.3427 2.3099 2.9137
C12 -0.6989 3.0065 1.7111
C13 -4.3072 1.9025 -2.4257
C14 4.2350 -1.1133 0.2774
C15 -3.1951 1.0745 -2.3009
C16 0.6055 0.7370 4.0677
C17 -3.0956 -3.3852 0.0894
C18 -1.1518 -2.7164 -1.1797
C19 5.0130 -0.6550 -1.9637
C20 -2.5405 -4.4551 -2.0134
C21 -1.9717 -2.5977 -0.0798
C22 -0.6954 2.5534 4.2424
C23 -4.2412 3.2122 -1.9711
C24 -0.0236 -1.7183 -1.1568
C25 6.3413 -0.7361 -1.5509
H1 -0.7957 4.4268 -0.3581
H2 -5.2229 1.5236 -2.8648
H3 -2.7764 -5.1943 -2.7701
H4 4.7832 -0.4496 -3.0036
H5 1.1882 -0.1532 4.2677
H6 -3.7325 -3.2725 0.9593
H7 7.6306 -1.0866 0.1295
H8 -0.1359 1.3861 6.0610
H9 -1.3306 3.3554 4.6016
H10 -3.2411 0.0457 -2.6408
H11 2.9350 -0.8102 -1.4107
H12 2.2937 -0.9592 0.9298
H13 -4.2424 -4.9616 -0.8020
H14 -1.1652 0.9045 -1.6163
H15 5.7875 -1.4260 1.7296
H16 -3.0208 4.7108 -1.0264
H17 3.4044 -1.2381 2.1470
H18 -1.3013 3.9180 1.7991
H19 0.1337 3.2969 -1.3310
H20 -0.7642 -3.7249 -3.0240
H21 7.1508 -0.5913 -2.2560
H22 -5.1038 3.8627 -2.0593

Cartesian forces (eV/Å) of the 3 atoms listed first:
0.439 0.684 0.139
-0.309 -0.754 -0.228
0.009 0.031 -0.026

- HOMO-LUMO gap: 7.262 eV
- HOMO energy: -0.1656 hartree
- Net charge: -1
- Molecular weight: 522.09 g mol⁻¹
- LUMO: 2.7568 eV

Atomic partial charges in e from the Löwdin method, atoms 1 to 2: 0.340 0.596


Entry from the Open Molecules 2025 dataset: C25H22I2IrN4O3S as an isolated structure in a non-equilibrium geometry (the ωB97M-V functional and the def2-TZVPD basis).

Cartesian coordinates (Å):
Ir1 0.6882 0.1325 0.6109
I1 0.0463 -0.3995 5.4815
I2 5.6677 1.4450 6.3548
S1 -1.2048 -2.0263 0.8971
O1 0.9216 0.4656 2.6266
O2 -1.8900 -2.4688 2.0582
O3 0.2600 -2.1679 0.8340
N1 0.9994 0.7275 -1.4089
N2 -0.9764 1.7472 0.7497
N3 2.8606 0.6997 0.5250
N4 -1.2664 -0.4166 0.6368
C1 4.0590 1.1481 5.1175
C2 2.5058 1.0071 -3.2139
C3 -1.9272 -2.6418 -0.5653
C4 2.8778 0.6145 5.6352
C5 -1.1658 -2.7140 -1.7253
C6 -3.8937 -3.2572 -1.7654
C7 -3.8402 -3.6784 -4.2427
C8 -1.3291 3.0359 0.8025
C9 -3.2494 1.0707 0.9530
C10 -3.1598 -3.3303 -2.9491
C11 -3.6182 2.4017 0.9877
C12 4.1603 1.5055 3.7531
C13 3.3285 0.9962 -0.8462
C14 1.9053 0.7262 3.3888
C15 3.1767 1.7794 1.4841
C16 -0.0250 0.6516 -2.2833
C17 1.4603 0.9330 -4.1159
C18 1.8087 0.4097 4.7953
C19 -2.6511 3.4051 0.9093
C20 -1.7897 -3.0674 -2.9082
C21 -3.2904 -2.9096 -0.5704
C22 2.2403 0.9014 -1.8606
C23 -1.8978 0.7877 0.8226
C24 0.1669 0.7535 -3.6413
C25 3.1108 1.3198 2.9025
H1 -0.5349 3.7698 0.7688
H2 -0.6788 0.6999 -4.3114
H3 3.3162 -0.1526 0.8426
H4 2.4630 2.5901 1.3105
H5 -2.9199 4.4504 0.9441
H6 -3.9718 0.2682 1.0109
H7 -1.0094 0.5070 -1.8592
H8 4.1292 0.3121 -1.1282
H9 -4.6637 2.6670 1.0724
H10 4.1801 2.1695 1.3054
H11 3.7434 2.0047 -0.8809
H12 -0.1014 -2.5181 -1.6883
H13 -4.8085 -3.1855 -4.3192
H14 1.6504 1.0156 -5.1778
H15 -1.2079 -3.1471 -3.8184
H16 2.8040 0.3632 6.6840
H17 -3.8550 -2.8626 0.3525
H18 -4.0251 -4.7531 -4.2953
H19 -3.2313 -3.4031 -5.1015
H20 3.5236 1.1510 -3.5518
H21 5.0824 1.9444 3.3937
H22 -4.9538 -3.4774 -1.7823

Cartesian forces (eV/Å) of the 3 atoms listed first:
0.440 2.034 1.202
-0.072 -0.067 0.056
0.145 0.021 0.097

- HOMO-LUMO gap (alpha / beta): 3.876 / 4.021 eV
- HOMO energy (alpha / beta): -0.4736 / -0.4769 hartree
- Spin multiplicity: 2
- Net charge: +2
- Molecular weight: 904.57 g mol⁻¹
- LUMO (alpha / beta): -9.0102 / -8.9570 eV

Atomic partial charges in e from the Löwdin method, atoms 1 to 2: 1.536 1.079